1.
Computed, not measured: one molecule with the formula C7H12N2O4S2, with the ωB97M-V functional and the def2-TZVPD basis.

Charge: 0
Structure (SMILES): NC(N)(C(=O)O)/C(C(=O)CS)=C(/O)CS
Lowest unoccupied orbital energy (eV): 0.1
ΔE to the lowest compared entry with this formula, charge and spin (eV): 0.5585
E_tot (Eh): -1480.6946
HOMO (Ha): -0.327

The geometry in XYZ format:
```
27
Properties=species:S:1:pos:R:3:forces:R:3:mulliken_charge:R:1
N -1.63528 -1.03901 -0.39655 1.67 1.11 -1.01 -0.6492
C -0.20335 -0.85381 -0.44032 1.19 2.54 3.47 0.7619
N 0.30323 -0.51704 -1.72702 -2.97 -0.52 -0.64 -0.5585
C 0.52335 -2.18927 -0.01107 -1.76 -3.25 -0.61 0.1573
O 0.45240 -2.84358 1.02235 -0.25 2.07 -0.82 -0.6779
O 0.86821 -2.90794 -1.11336 0.14 2.31 -1.85 -0.5382
C 0.01673 0.41017 0.81570 1.76 -1.56 -1.01 0.3300
C -0.93304 1.47499 1.03218 -1.60 -2.02 -0.01 0.3276
O -0.96740 2.09318 2.09550 0.19 0.72 -0.50 -0.7487
C -1.99462 1.76709 -0.02239 -1.08 -0.12 -1.60 -0.6402
S -1.05247 2.63924 -1.38226 -0.81 1.24 1.20 -0.2633
C 1.20182 0.51929 1.53997 0.36 -0.64 -1.33 0.3504
O 1.49476 1.39753 2.49397 0.85 -0.83 -0.73 -0.5502
C 2.36776 -0.37946 1.17451 -2.67 -3.03 1.81 -0.7461
S 2.69571 -1.62051 2.62020 -0.91 -0.40 -0.61 -0.2545
H -1.93513 -1.72683 -1.02692 -0.46 -1.40 -0.95 0.2526
H -1.77113 -1.32098 0.52797 -1.00 -0.67 1.70 0.2249
H -0.42064 0.00672 -2.25938 1.60 -0.08 0.38 0.2623
H 1.25770 -0.27191 -1.71884 0.78 1.10 -0.33 0.2513
H 0.74014 -2.25185 -1.95006 0.25 -1.57 2.40 0.4548
H -2.71587 2.40107 0.49300 0.10 0.41 -0.42 0.4938
H -2.63332 1.00496 -0.65187 1.84 0.95 2.03 0.2396
H -1.19304 3.86021 -0.75028 0.38 -0.73 -0.73 0.1639
H 0.76559 2.00756 2.60334 -1.18 0.38 0.24 0.4009
H 2.04615 -1.06301 0.36884 0.77 0.78 0.23 0.1657
H 3.32574 -0.01759 0.99996 1.36 1.29 -0.33 0.5330
H 1.69331 -2.64521 2.38929 1.44 1.89 0.04 0.2570
```
Positions in Å, forces in eV/Å.



2.
Computed, not measured: a 13-piece molecular cluster, C18H56INO14 overall, with the ωB97M-V functional and the def2-TZVPD basis.

Charge: 0
Lowest unoccupied orbital energy (eV): 0.3
E_tot (Eh): -2124.9667
HOMO (Ha): -0.350

The geometry in XYZ format:
```
90
Properties=species:S:1:pos:R:3:forces:R:3:mulliken_charge:R:1
N -0.14016 3.27134 0.43060 0.22 -0.50 0.80 -0.4681
C -0.60236 3.78839 -0.60962 0.06 0.70 -0.87 -0.2305
C -1.43464 5.07739 -0.56582 -0.02 -1.74 -0.69 -0.7873
C -2.71716 4.87914 -1.44209 -0.33 0.65 0.43 0.0784
C -3.24742 3.45020 -1.64448 -0.47 -0.38 0.70 -0.8834
C -4.00997 3.21824 -0.30196 0.08 -0.15 -1.20 -0.3125
I -5.36830 1.59511 -0.75212 0.07 0.44 0.69 0.0492
C -4.62575 4.62565 -0.08943 2.96 -1.90 -1.60 0.5092
O -5.61067 4.90732 0.45263 -2.64 1.05 1.68 -0.5190
O -3.75520 5.51128 -0.62354 -0.68 0.21 -0.45 -0.4495
H 0.37371 2.41966 0.17408 -0.06 0.21 0.19 0.2846
H -0.40425 3.27804 -1.57484 -0.22 0.57 0.09 0.4890
H -1.77081 5.17124 0.47747 0.28 0.24 -0.37 0.1808
H -0.84340 5.95248 -0.86982 -0.26 -0.26 0.07 0.4042
H -2.75024 5.43681 -2.39057 0.42 -0.16 0.39 0.3729
H -4.04349 3.36161 -2.40540 0.50 0.77 0.00 0.5446
H -2.54985 2.66467 -1.96383 0.13 0.39 0.58 0.3119
H -3.41209 2.96718 0.58553 -0.08 -0.09 -0.40 0.4031
C 2.12184 3.55466 2.92519 -0.19 -0.09 0.41 -0.4624
O 2.46534 2.32351 3.55978 0.12 -0.02 -0.02 -0.4863
H 2.63844 3.60717 1.96939 0.01 -0.09 0.03 0.1708
H 1.04587 3.59705 2.75410 0.05 0.17 -0.16 0.1871
H 2.43326 4.39640 3.55044 0.00 0.11 -0.13 0.3037
H 1.99839 2.29647 4.40119 0.04 -0.06 -0.10 0.2723
C 4.96740 0.41760 4.43144 0.20 -0.38 -0.08 -0.4483
O 5.46697 -0.68314 5.18763 0.04 0.02 0.00 -0.4689
H 4.38788 1.05791 5.09039 0.03 -0.06 0.02 0.1550
H 5.79834 0.99182 4.01206 -0.13 0.15 -0.06 0.2529
H 4.32403 0.05650 3.62653 -0.08 0.23 -0.04 0.2445
H 5.97653 -1.23732 4.58564 0.01 -0.10 0.17 0.2810
C 8.20294 -4.07119 4.87222 0.36 0.24 -0.19 -0.0635
O 7.63383 -3.12735 3.96089 -0.24 0.13 -0.15 -0.4732
H 7.43620 -4.78483 5.15717 -0.01 0.05 -0.06 -0.1224
H 9.02765 -4.60037 4.39045 0.01 -0.12 0.14 0.0510
H 8.56271 -3.55320 5.76286 -0.04 -0.18 0.11 0.3118
H 8.32982 -2.50619 3.72244 -0.09 -0.06 0.00 0.2681
C -5.42094 2.05885 -5.35413 0.34 0.11 -0.32 -0.4659
O -4.54378 3.14742 -5.03758 0.08 0.06 0.25 -0.4999
H -5.95158 1.76627 -4.44968 0.07 0.09 0.02 0.1602
H -6.13952 2.37109 -6.10597 -0.08 -0.18 0.07 0.1874
H -4.83909 1.21136 -5.72276 -0.14 -0.10 0.04 0.3587
H -4.08696 3.38996 -5.84876 -0.07 0.01 0.09 0.2617
C -7.33656 -1.17799 -7.11679 -0.19 0.38 -0.22 -0.4583
O -6.99600 0.20673 -7.17479 -0.03 -0.07 -0.04 -0.4328
H -7.02091 -1.57284 -6.15849 0.07 0.09 -0.04 0.1451
H -8.41878 -1.30053 -7.21920 0.01 -0.16 -0.01 0.3093
H -6.82487 -1.72086 -7.91491 -0.07 -0.18 0.08 0.1838
H -7.28337 0.53798 -8.03193 0.02 0.06 0.13 0.2463
C -4.52806 3.78450 3.81090 -0.11 0.32 -0.28 -0.3873
O -4.18656 5.16400 3.75715 0.10 0.00 0.01 -0.5318
H -4.21363 3.38584 4.77309 0.05 0.09 -0.01 0.2869
H -5.60924 3.66583 3.70631 0.02 -0.22 0.00 0.2445
H -4.01604 3.24278 3.01011 -0.07 -0.21 0.09 0.0805
H -4.47488 5.49676 2.89953 -0.05 0.03 0.11 0.3144
C 11.19680 -5.94074 2.16947 0.03 -0.29 0.17 -0.5488
O 11.00196 -6.15197 3.56425 -0.02 0.04 -0.02 -0.4969
H 10.99738 -4.89429 1.94916 -0.01 -0.01 0.08 0.2095
H 12.22741 -6.17610 1.89287 -0.02 0.08 -0.16 0.2939
H 10.51015 -6.56636 1.59363 0.04 0.09 -0.15 0.2604
H 11.18210 -7.08118 3.74043 -0.03 0.12 0.08 0.2877
C 5.68725 -6.18181 7.28856 -0.06 0.27 -0.24 -0.5314
O 5.99756 -4.79486 7.23934 -0.01 -0.10 0.05 -0.4766
H 5.98994 -6.56700 8.25968 0.02 0.07 -0.01 0.2522
H 4.61220 -6.33321 7.16140 0.02 -0.18 0.03 0.2409
H 6.22949 -6.71912 6.50425 -0.05 -0.17 0.06 0.2432
H 5.72215 -4.47162 6.37482 -0.03 0.15 0.17 0.2897
C -8.68939 3.27848 -4.45508 0.13 0.27 -0.04 -0.5125
O -7.95932 3.80351 -5.55803 -0.16 0.11 -0.06 -0.4747
H -8.88079 2.22380 -4.64235 0.06 0.03 -0.07 0.2058
H -8.10783 3.38064 -3.53478 -0.11 -0.10 0.09 0.2096
H -9.64215 3.80355 -4.34844 -0.05 -0.12 0.12 0.3046
H -7.79713 4.73519 -5.37726 0.05 -0.10 -0.06 0.2848
C 5.33893 -5.53955 2.40898 0.13 0.38 -0.03 -0.3175
O 4.93255 -4.39438 1.67396 -0.04 0.02 -0.05 -0.5210
H 4.73316 -6.38637 2.09286 -0.03 0.07 -0.03 0.2798
H 6.39246 -5.75315 2.20968 0.00 -0.18 0.16 0.1730
H 5.18819 -5.36612 3.47851 0.07 -0.21 0.05 0.0821
H 5.48067 -3.65860 1.96994 -0.06 -0.07 -0.02 0.2948
C 0.21765 -0.06449 -1.52767 0.14 0.11 -0.18 -0.5757
O 1.05911 1.04487 -1.21594 -0.02 -0.03 -0.09 -0.5000
H -0.31587 -0.35440 -0.62548 0.06 0.07 0.02 0.2376
H -0.50491 0.21533 -2.29872 -0.08 -0.14 0.02 0.2682
H 0.81993 -0.90627 -1.87527 -0.12 -0.09 0.02 0.2979
H 1.52485 1.28915 -2.02266 0.04 0.01 0.15 0.2643
C -4.67134 -3.68757 -7.10788 -0.09 -0.18 0.26 -0.5591
O -5.53095 -3.33561 -6.02909 0.09 -0.17 0.05 -0.4591
H -4.57746 -2.82670 -7.76642 -0.04 0.03 0.07 0.2015
H -3.68292 -3.95937 -6.72946 0.07 0.00 -0.17 0.2836
H -5.09361 -4.52512 -7.66909 0.12 0.02 -0.12 0.2763
H -5.60286 -4.10694 -5.45688 -0.02 0.12 -0.01 0.2787
```
Positions in Å, forces in eV/Å.